Record 1
{
  "formula": "C13H52O13",
  "method": "wB97M-V/def2-TZVPD",
  "e_above_lowest_kcal_mol": 35.3,
  "total_energy_ha": -1504.388211,
  "gap_ev": 9.1623,
  "symbols": ["C", "O", "H", "H", "H", "H", "C", "O", "H", "H", "H", "H", "C", "O", "H", "H", "H", "H", "C", "O", "H", "H", "H", "H", "C", "O", "H", "H", "H", "H", "C", "O", "H", "H", "H", "H", "C", "O", "H", "H", "H", "H", "C", "O", "H", "H", "H", "H", "C", "O", "H", "H", "H", "H", "C", "O", "H", "H", "H", "H", "C", "O", "H", "H", "H", "H", "C", "O", "H", "H", "H", "H", "C", "O", "H", "H", "H", "H"],
  "positions_angstrom": [[10.1200, -30.3203, 17.8276], [9.4808, -31.5086, 18.2912], [11.1057, -30.5624, 17.4165], [9.5373, -29.8844, 17.0160], [10.2309, -29.6144, 18.6509], [9.3971, -31.4086, 19.2494], [10.8973, -32.1749, 21.2476], [9.7468, -31.3729, 21.1022], [11.4479, -31.9841, 22.1719], [10.6799, -33.2471, 21.2527], [11.5688, -32.0320, 20.3985], [9.4808, -30.9634, 21.9359], [7.8843, -35.8973, 23.5612], [8.2541, -34.7332, 22.8353], [8.6987, -36.1270, 24.2492], [7.0045, -35.6933, 24.1781], [7.7256, -36.7526, 22.9009], [7.4626, -34.3126, 22.4763], [4.3201, -27.3993, 22.2624], [5.2483, -28.3134, 21.7256], [4.0835, -26.6403, 21.5188], [3.3758, -27.8826, 22.5445], [4.7144, -26.8989, 23.1528], [5.6011, -28.8372, 22.4564], [6.6384, -32.2995, 22.0392], [5.9978, -33.5410, 21.7269], [6.0195, -31.4806, 21.6577], [6.8307, -32.1786, 23.1071], [7.5801, -32.2188, 21.5001], [5.0861, -33.4954, 22.0414], [3.8448, -34.9654, 25.6038], [4.1189, -33.7084, 25.0191], [4.4997, -35.1097, 26.4600], [2.8001, -35.0583, 25.9171], [4.0519, -35.7837, 24.9023], [3.7307, -33.6892, 24.1331], [9.4548, -34.9037, 19.5714], [9.8777, -35.7359, 20.6238], [8.6905, -35.3702, 18.9282], [9.0555, -33.9355, 19.8777], [10.2752, -34.7490, 18.8682], [9.2994, -35.5873, 21.3822], [9.5959, -28.7180, 23.4678], [9.3937, -30.1084, 23.5933], [10.5639, -28.4217, 23.8807], [9.5013, -28.3390, 22.4508], [8.8772, -28.1360, 24.0599], [8.6810, -30.2938, 24.2078], [2.1793, -34.7960, 22.0840], [3.0508, -33.7031, 22.3564], [1.5179, -34.6132, 21.2343], [2.7674, -35.6900, 21.8923], [1.5065, -35.0399, 22.9155], [2.4924, -32.9205, 22.2955], [5.0986, -35.3389, 19.4686], [4.7850, -36.1775, 18.3792], [4.7093, -35.7016, 20.4264], [6.1784, -35.2631, 19.6064], [4.7147, -34.3251, 19.3377], [4.2418, -36.9173, 18.6525], [8.8716, -32.9172, 25.7570], [8.6816, -32.1621, 26.9525], [9.8995, -32.8069, 25.4011], [8.6195, -33.9692, 25.8884], [8.2287, -32.4810, 24.9941], [9.1235, -32.6176, 27.6731], [6.6562, -29.8364, 18.6844], [7.0250, -28.8907, 17.7056], [7.4560, -29.9801, 19.4102], [5.8039, -29.4984, 19.2844], [6.4276, -30.8258, 18.2748], [6.2726, -28.7404, 17.1290], [4.9211, -30.6405, 24.6819], [5.7154, -29.5442, 24.2261], [4.8240, -31.4449, 23.9648], [5.4165, -31.0877, 25.5500], [3.9600, -30.2813, 25.0550], [6.1577, -29.1512, 24.9815]],
  "forces_ev_per_a": [[-0.01, -0.48, -0.15], [0.09, 0.21, -0.04], [0.06, 0.02, 0.15], [-0.12, 0.16, 0.17], [0.03, 0.21, -0.14], [-0.02, -0.18, 0.01], [0.66, -0.72, 0.19], [-0.29, 0.10, -0.42], [-0.08, 0.32, -0.03], [-0.34, 0.09, 0.07], [-0.07, 0.30, 0.02], [0.24, -0.07, 0.27], [0.04, 0.42, 0.25], [0.51, -0.18, 0.12], [0.06, -0.07, -0.12], [-0.14, -0.20, -0.12], [-0.14, -0.03, 0.04], [-0.33, -0.32, -0.13], [-0.19, 0.00, 0.30], [0.06, -0.01, -0.29], [0.14, -0.04, -0.10], [0.04, -0.04, 0.00], [-0.01, 0.06, -0.04], [-0.10, 0.05, 0.09], [-0.41, 0.58, -0.63], [0.35, 0.12, 0.25], [0.03, 0.13, 0.28], [-0.09, -0.05, 0.04], [0.05, -0.37, 0.01], [-0.02, -0.14, -0.04], [-0.02, -0.35, -0.35], [0.10, 0.18, 0.08], [-0.05, 0.15, 0.08], [0.03, 0.07, 0.12], [0.01, 0.03, 0.04], [-0.03, -0.10, 0.06], [-0.38, -0.19, -1.08], [0.12, -0.08, 0.06], [-0.13, -0.12, 0.38], [0.15, 0.04, 0.19], [0.24, 0.21, 0.36], [-0.04, 0.25, 0.05], [-0.16, 1.24, 0.80], [0.03, -0.35, -0.35], [0.14, -0.26, -0.25], [0.08, -0.45, -0.19], [-0.11, -0.26, -0.09], [-0.04, 0.07, 0.02], [-0.60, -0.77, 0.05], [-0.40, 0.10, -0.03], [0.33, 0.13, -0.18], [0.17, 0.15, -0.10], [0.27, 0.26, 0.20], [0.27, 0.22, 0.04], [0.22, 0.13, 0.71], [-0.07, -0.01, -0.36], [-0.09, -0.12, -0.12], [0.01, -0.02, -0.19], [-0.07, -0.06, -0.23], [0.01, 0.05, 0.14], [0.28, 0.40, 0.04], [-0.19, -0.04, -0.06], [0.00, -0.22, -0.04], [-0.03, -0.02, -0.08], [-0.14, -0.15, 0.04], [0.04, 0.03, 0.00], [-0.55, -0.38, 0.72], [0.28, 0.08, -0.07], [0.29, 0.21, -0.31], [-0.09, 0.07, -0.14], [0.07, 0.08, -0.17], [-0.02, -0.02, 0.01], [0.33, 0.10, 1.57], [0.12, -0.25, -0.51], [-0.03, 0.34, -0.45], [-0.07, -0.17, -0.10], [-0.19, -0.11, -0.37], [-0.09, 0.02, 0.04]]
}

=====

Record 2
{
  "formula": "C3H6N2S",
  "method": "wB97M-V/def2-TZVPD",
  "e_above_lowest_kcal_mol": 33.5,
  "smiles": "NC(=S)N1CC1",
  "total_energy_ha": -625.568617,
  "gap_ev": 9.1690,
  "symbols": ["N", "C", "S", "N", "C", "C", "H", "H", "H", "H", "H", "H"],
  "positions_angstrom": [[-1.7412, -0.6690, -0.3359], [-0.6059, 0.0446, -0.0720], [-0.5935, 1.5032, 0.7103], [0.4947, -0.5190, -0.6866], [1.8443, -0.1977, -0.2326], [1.3232, -1.5830, -0.1302], [-2.6481, -0.3512, -0.0825], [-1.6338, -1.3330, -1.1169], [1.8896, 0.4185, 0.6599], [2.5935, 0.1719, -0.9632], [1.5643, -2.2433, -0.9887], [1.0865, -1.9825, 0.8915]],
  "forces_ev_per_a": [[1.55, -0.95, -0.86], [-1.07, 0.52, -0.11], [-0.08, -0.33, 0.10], [0.72, 0.66, 0.15], [0.19, 0.84, -0.30], [-0.05, -0.71, -0.36], [-0.29, 0.39, 0.17], [-0.42, 0.52, 0.84], [-0.17, -0.31, 0.18], [-0.75, -0.75, 0.15], [0.15, -0.13, 1.30], [0.22, 0.27, -1.25]]
}

=====

Record 3
{
  "formula": "CH4N2PS",
  "method": "wB97M-V/def2-TZVPD",
  "e_above_lowest_kcal_mol": 49.5,
  "total_energy_ha": -889.230431,
  "charge": 1,
  "gap_ev": 6.4838,
  "symbols": ["C", "N", "N", "P", "S", "H", "H", "H", "H"],
  "positions_angstrom": [[-0.7189, -0.2147, 0.5216], [-1.6732, 0.4842, -0.0425], [0.2860, -0.7196, -0.0408], [4.0862, 0.5337, 0.3409], [2.7887, -0.5412, -0.5161], [-0.7312, -0.2729, 1.5859], [-2.5470, 0.7768, 0.3347], [-1.8873, 0.5714, -1.0605], [0.3968, -0.6177, -1.1231]],
  "forces_ev_per_a": [[0.02, 0.54, 0.32], [-2.65, 1.39, -3.01], [2.89, -0.94, -3.36], [-2.15, -1.77, -1.37], [2.09, 1.69, 1.68], [-0.35, -0.08, 0.80], [-0.10, -0.12, 1.63], [1.49, -0.61, 0.93], [-1.23, -0.09, 2.39]]
}

=====

Record 4
{
  "formula": "C20H30CoN4S2",
  "method": "wB97M-V/def2-TZVPD",
  "spin_multiplicity": 5,
  "s2": 6.03,
  "total_energy_ha": -3178.082769,
  "charge": 1,
  "gap_ev": [8.0049, 4.5336],
  "symbols": ["Co", "C", "N", "C", "C", "N", "C", "C", "C", "C", "C", "C", "C", "S", "C", "C", "C", "C", "C", "C", "S", "H", "H", "H", "H", "H", "H", "H", "H", "H", "H", "H", "H", "H", "H", "H", "H", "H", "H", "N", "C", "C", "C", "C", "N", "H", "H", "H", "H", "H", "H", "H", "H", "H", "H", "H", "H"],
  "positions_angstrom": [[-0.0164, 0.6285, 0.1277], [-0.6080, -2.3506, 0.6622], [0.0556, -1.2658, 1.4002], [1.5249, -1.4767, 1.5837], [2.2530, -1.6043, 0.2671], [2.0790, -0.3959, -0.5701], [3.1210, 0.6160, -0.2462], [2.1331, -0.7813, -1.9802], [3.2709, -1.3560, -2.5109], [3.2744, -1.8214, -3.8189], [2.1751, -1.6923, -4.6427], [1.0221, -1.1727, -4.1223], [0.9709, -0.7160, -2.7951], [-0.5136, -0.1830, -2.1837], [-0.5544, -0.9905, 2.6826], [-1.1386, -2.0399, 3.4324], [-1.8231, -1.7434, 4.6092], [-1.8464, -0.4306, 5.0956], [-1.1704, 0.5736, 4.4297], [-0.5312, 0.3049, 3.1882], [0.2795, 1.5850, 2.2781], [-0.2546, -3.3359, 0.9234], [-0.4430, -2.2029, -0.4161], [-1.6773, -2.3092, 0.8530], [1.7176, -2.3782, 2.1823], [1.8720, -0.5572, 2.1011], [1.8508, -2.4544, -0.3029], [3.2875, -1.7955, 0.4657], [4.1281, 0.2214, -0.4234], [3.0095, 0.9386, 0.7825], [2.9548, 1.4413, -0.9141], [4.1273, -1.5181, -1.8605], [4.1614, -2.3588, -4.1731], [2.1821, -2.1658, -5.6109], [0.1211, -1.2123, -4.7342], [-1.1372, -3.0623, 3.0649], [-2.2642, -2.5208, 5.2066], [-2.3159, -0.2076, 6.0306], [-1.0603, 1.5717, 4.8230], [0.0593, 2.6388, -0.6376], [-0.5206, 3.0390, -1.9145], [-2.0192, 2.7106, -2.0088], [-2.9101, 2.6795, -0.7335], [-3.3227, 1.3140, -0.2688], [-2.2617, 0.6325, 0.4795], [-0.5112, 3.0844, 0.1263], [0.9828, 3.0717, -0.5088], [-0.0112, 2.4730, -2.6924], [-0.3118, 4.0863, -2.0980], [-2.1285, 1.7355, -2.5363], [-2.4477, 3.4472, -2.6812], [-3.8266, 3.2097, -0.9839], [-2.4912, 3.2055, 0.1168], [-3.5798, 0.7110, -1.1209], [-4.2159, 1.3463, 0.3885], [-2.5678, -0.2600, 0.8210], [-2.1328, 1.0929, 1.3680]],
  "forces_ev_per_a": [[-0.04, -0.30, 0.17], [0.11, 0.44, -0.52], [0.41, 0.05, -0.29], [-0.36, 0.61, 0.13], [-1.24, -0.25, -0.29], [-0.06, 0.11, -0.36], [-0.26, -0.59, -0.37], [-0.01, 0.03, 0.32], [-0.05, 0.10, 0.41], [1.19, -0.39, 0.04], [-0.07, -0.55, 0.04], [-0.43, -0.23, -0.58], [0.03, 0.19, 0.42], [-0.19, -0.01, 0.18], [-0.44, -0.93, 0.62], [-0.43, 0.78, -0.06], [0.54, 0.38, -0.16], [0.58, -0.16, -0.39], [0.55, -0.43, -1.02], [-0.14, 0.23, 0.42], [0.07, 0.12, 0.06], [0.19, -0.46, 0.25], [-0.07, -0.18, 0.33], [-0.02, -0.01, -0.06], [-0.06, 0.22, 0.07], [-0.05, -0.73, -0.01], [0.19, 0.14, 0.21], [0.82, -0.15, 0.05], [-0.07, 0.06, 0.14], [-0.02, 0.02, 0.15], [0.09, 0.57, -0.18], [-0.02, 0.07, -0.25], [-0.33, 0.32, 0.06], [0.01, 0.23, -0.24], [0.09, 0.29, 0.33], [0.11, 0.15, 0.05], [-0.19, -0.25, -0.05], [-0.28, 0.03, 0.36], [-0.26, 0.11, 0.12], [-0.24, 0.75, 1.54], [-0.13, -0.26, -0.18], [-0.21, -0.50, -0.18], [0.06, 0.37, -0.52], [-0.52, -0.51, 0.77], [0.82, -0.05, 0.17], [0.79, -0.55, -0.81], [-0.34, -0.30, -0.15], [0.10, 0.08, -0.17], [-0.19, 0.31, -0.05], [-0.06, 0.64, 0.38], [-0.04, 0.05, -0.17], [-0.05, 0.11, 0.06], [0.21, 0.36, 0.15], [-0.17, -0.38, -0.44], [0.28, 0.28, -0.48], [-0.33, -0.74, -0.33], [0.14, 0.70, 0.31]]
}